C33H35AlBrN6O3S2Se | ωB97M-V with the def2-TZVPD basis set

Results
ΔE to the lowest compared entry with this formula, charge and spin ... 4.883 eV
E_LUMO ... -3.0526 eV
HOMO-LUMO gap ... 6.39 eV
Net charge ... +1

Element x y z (Å)
1 Al 0.111 0.596 0.764
2 O 0.261 -0.361 -1.101
3 S 1.834 1.737 -1.649
4 O 3.253 1.801 -1.883
5 N 1.346 1.884 -0.164
6 C 1.631 3.008 0.624
7 C 2.733 3.825 0.554
8 C 2.867 4.895 1.463
9 C 1.909 5.162 2.402
10 C 0.736 4.375 2.458
11 C -0.362 4.630 3.306
12 C -1.496 3.872 3.183
13 C -1.515 2.793 2.292
14 N -0.485 2.475 1.533
15 C 0.612 3.285 1.572
16 C 1.039 2.941 -2.689
17 C -0.127 3.566 -2.281
18 C -0.716 4.480 -3.141
19 C -0.146 4.736 -4.380
20 C 1.018 4.089 -4.777
21 C 1.625 3.183 -3.924
22 H 3.494 3.640 -0.192
23 H 3.752 5.513 1.401
24 H 2.024 5.991 3.088
25 H -0.293 5.424 4.040
26 H -2.370 4.077 3.785
27 H -2.385 2.151 2.224
28 H -0.554 3.342 -1.311
29 H -1.620 4.994 -2.844
30 H -0.610 5.451 -5.048
31 H 1.460 4.291 -5.743
32 H 2.538 2.675 -4.202
33 S -0.908 -0.361 2.597
34 C 1.830 -0.443 1.457
35 N 2.714 0.154 2.257
36 C 3.669 -0.532 3.127
37 C 3.977 -1.909 2.556
38 C 2.666 -2.615 2.237
39 N 1.859 -1.761 1.377
40 H 2.683 1.158 2.320
41 H 3.246 -0.626 4.130
42 H 4.576 0.067 3.193
43 H 4.558 -2.488 3.270
44 H 4.563 -1.809 1.640
45 H 2.117 -2.828 3.159
46 H 2.847 -3.558 1.723
47 H 1.097 -2.195 0.858
48 C -2.388 -4.449 -2.448
49 N -1.409 -4.159 -1.421
50 C -0.474 -5.220 -1.096
51 C -1.361 -2.981 -0.789
52 O -0.558 -2.668 0.080
53 H -3.164 -5.118 -2.068
54 H -1.896 -4.939 -3.289
55 H -2.848 -3.528 -2.801
56 H -1.016 -6.139 -0.868
57 H 0.105 -4.919 -0.228
58 H 0.199 -5.408 -1.936
59 H -2.134 -2.274 -1.131
60 Br 2.090 -0.464 -4.723
61 C 0.715 -0.027 -3.480
62 C -0.542 0.189 -3.909
63 C -1.692 0.541 -3.135
64 C -1.783 0.695 -1.783
65 N -0.894 0.463 -0.820
66 C 1.185 0.035 -2.082
67 H -0.709 0.116 -4.977
68 H -2.588 0.761 -3.697
69 H -2.709 1.079 -1.365
70 H 2.074 -0.582 -1.931
71 Se -2.875 -0.657 1.692
72 C -3.171 -2.538 1.925
73 C -2.472 -3.286 2.859
74 C -2.745 -4.640 2.988
75 C -3.713 -5.240 2.194
76 C -4.418 -4.481 1.272
77 C -4.149 -3.128 1.132
78 H -1.718 -2.813 3.474
79 H -2.204 -5.225 3.720
80 H -3.919 -6.297 2.301
81 H -5.181 -4.946 0.661
82 H -4.700 -2.527 0.417